1.
This record from OMol25 describes a 2-piece molecular cluster, C6H12Cl2OS overall. The level of theory is wB97M-V/def2-TZVPD.

Geometry as ORCA input:
```
! wB97M-V def2-TZVPD RIJCOSX def2/J DEFGRID3
* xyz 0 1
C -1.748 1.521 1.522
C -2.248 0.422 -0.554
C -1.505 -0.688 -0.464
C -0.367 -1.046 0.440
C 2.192 1.012 -1.017
C 2.601 -0.448 -0.998
H -2.256 2.330 2.050
H -1.966 0.568 2.015
H -0.669 1.715 1.538
H -2.980 0.504 -1.353
H 0.423 -1.515 -0.151
H 0.066 -0.155 0.896
H -1.335 -3.123 1.091
H 1.530 1.243 -0.178
H 3.068 1.665 -0.957
H 1.660 1.235 -1.948
H 3.276 -0.691 -1.824
H 1.735 -1.110 -1.046
O -2.257 1.539 0.197
S -0.794 -2.147 1.836
Cl -1.902 -1.967 -1.604
Cl 3.477 -0.862 0.509
*
```

SMILES string: CO/C=C(/Cl)CS.CCCl
E_HOMO in eV: -8.78

Here are the Mulliken charges for atoms 1 to 4, given in e: number 1, C, carries -0.673; number 2, C, carries -0.385; number 3, C, carries 0.598; number 4, C, carries -0.200

=====

2.
This record from OMol25 describes a 3-piece molecular cluster, C6H12Cl6 overall. The level of theory is wB97M-V/def2-TZVPD.

Geometry as ORCA input:
```
! wB97M-V def2-TZVPD RIJCOSX def2/J DEFGRID3
* xyz 0 1
Cl 0.271 -2.562 1.094
C 0.360 -2.677 2.847
C -0.971 -2.829 3.540
Cl -2.235 -1.750 2.908
H 0.879 -1.800 3.228
H 0.984 -3.538 3.085
H -0.833 -2.542 4.582
H -1.346 -3.847 3.524
Cl -0.053 0.296 -0.921
C -1.603 0.500 -0.125
C -1.507 1.256 1.168
Cl -0.744 2.875 0.949
H -1.962 -0.512 0.063
H -2.310 0.986 -0.792
H -0.899 0.754 1.910
H -2.512 1.461 1.524
Cl 2.931 3.527 -3.634
C 1.853 2.264 -3.016
C 1.757 1.078 -3.949
Cl 0.965 1.475 -5.492
H 0.870 2.694 -2.823
H 2.187 1.945 -2.028
H 1.179 0.284 -3.480
H 2.741 0.663 -4.162
*
```

SMILES string: ClCCCl.ClCCCl.ClCCCl
E_HOMO in eV: -10.48

Here are the Mulliken charges for atoms 1 to 4, given in e: number 1, Cl, carries -0.143; number 2, C, carries -0.507; number 3, C, carries -0.443; number 4, Cl, carries -0.162

=====

3.
This record from OMol25 describes a 3-piece molecular cluster, C6H12Cl6 overall. The level of theory is wB97M-V/def2-TZVPD.

Geometry as ORCA input:
```
! wB97M-V def2-TZVPD RIJCOSX def2/J DEFGRID3
* xyz 0 1
Cl -1.426 2.362 0.456
C -0.772 4.018 0.492
C 0.016 4.347 -0.749
Cl 1.563 3.482 -0.782
H -0.132 4.100 1.368
H -1.610 4.703 0.596
H 0.221 5.416 -0.777
H -0.534 4.101 -1.655
Cl -3.022 -3.986 0.508
C -1.470 -3.312 -0.035
C -0.290 -3.976 0.615
Cl -0.144 -5.677 0.075
H -1.490 -2.245 0.181
H -1.390 -3.426 -1.114
H -0.377 -3.980 1.697
H 0.621 -3.486 0.284
Cl 1.147 -1.646 -1.759
C 1.199 -0.089 -0.877
C 1.261 -0.288 0.623
Cl 2.687 -1.196 1.148
H 0.257 0.406 -1.103
H 2.023 0.499 -1.262
H 0.375 -0.817 0.968
H 1.289 0.688 1.103
*
```

SMILES string: ClCCCl.ClCCCl.ClCCCl
E_HOMO in eV: -10.51

Here are the Mulliken charges for atoms 1 to 4, given in e: number 1, Cl, carries -0.161; number 2, C, carries -0.510; number 3, C, carries -0.462; number 4, Cl, carries -0.167

=====

4.
This record from OMol25 describes C6H12Cl6GeN5O2SbSr as an isolated structure. The level of theory is wB97M-V/def2-TZVPD.

Geometry as ORCA input:
```
! wB97M-V def2-TZVPD RIJCOSX def2/J DEFGRID3
* xyz 1 2
Sr -0.148 -0.243 0.572
Cl 1.281 1.587 -4.253
C -0.302 1.359 -3.547
Cl -1.312 0.371 -4.602
Cl -1.079 2.939 -3.266
C -0.210 0.694 -2.153
O 0.873 0.585 -1.574
O -1.311 0.295 -1.635
C 1.275 -4.918 -1.000
Sb 1.261 -2.797 -1.182
C 3.316 -2.493 -1.651
C 0.506 -2.639 -3.169
H 1.793 -5.338 -1.861
H 0.255 -5.297 -0.973
H 1.790 -5.214 -0.089
H 3.594 -3.152 -2.472
H 3.939 -2.710 -0.786
H 3.464 -1.457 -1.952
H 0.887 -3.472 -3.757
H 0.857 -1.705 -3.607
H -0.582 -2.654 -3.180
N 2.894 -0.256 5.164
N 1.924 0.398 4.429
N 1.331 1.524 4.787
C 0.497 1.723 3.788
N 0.600 0.748 2.864
N 1.510 -0.090 3.297
H 2.604 -0.250 6.136
H 3.768 0.253 5.074
H -0.180 2.557 3.720
Cl -4.679 2.803 -0.262
Ge -2.940 1.579 -0.685
Cl -3.165 -0.170 0.690
Cl -1.281 2.594 0.423
*
```

E_HOMO (alpha / beta) in eV: -11.74 / -12.02
<S²>: 0.75

Here are the Mulliken charges for atoms 1 to 4, given in e: number 1, Sr, carries 1.484; number 2, Cl, carries -0.081; number 3, C, carries 0.733; number 4, Cl, carries -0.078